No. 1
The molecule C16H21NO3S. Source: the Open Molecules 2025 dataset; level of theory: ωB97M-V with the def2-TZVPD basis set.

Kohn-Sham gap in eV: 8.4
E_HOMO in eV: -8.22
LUMO energy in eV: 0.158
ΔE to the lowest compared entry with this formula, charge and spin in eV: 1.791
Molecular weight in g mol⁻¹: 307.415
E_tot in eV: -35400.56068
Total charge: 0

```
42
Properties=species:S:1:pos:R:3:lowdin_charge:R:1
C 0.67 4.01 0.37 -0.07
H -1.10 -0.92 -2.63 0.12
H 0.28 2.75 2.72 0.11
H -2.59 3.08 -0.01 0.09
C -0.15 -0.52 2.48 -0.02
H -0.34 2.81 -1.05 0.13
H 0.39 0.79 4.05 0.11
S -1.53 -3.28 -1.68 0.76
C 0.13 0.72 3.00 -0.10
H -1.37 -2.94 2.34 0.11
H 2.27 -1.66 -3.51 0.08
H 1.64 3.55 0.25 0.08
H 0.96 -5.54 2.48 0.14
H 0.55 4.40 1.38 0.07
C -0.64 0.48 0.32 -0.14
H 1.42 1.38 -1.82 0.04
O 0.13 -5.03 2.50 0.10
C 0.00 1.84 2.21 -0.03
N -0.87 -1.96 0.57 -0.02
H 2.38 0.63 -3.08 0.09
C 0.99 -0.74 -2.02 -0.31
C -1.76 3.72 0.27 -0.07
O -0.92 0.44 -1.03 -0.01
C -0.38 1.76 0.84 -0.09
C 1.35 -1.93 -2.98 -0.06
H 0.70 0.96 -3.29 0.08
H -1.82 3.91 1.31 0.07
C -1.04 -3.19 1.36 -0.09
H 1.46 -2.85 -2.42 0.07
C -0.88 -2.01 -0.86 -0.63
C 1.39 0.64 -2.56 -0.04
C -0.55 -0.80 -1.72 -0.27
H 1.52 -0.93 -1.06 0.15
H -0.06 -1.37 3.17 0.11
C -0.57 -0.68 1.14 -0.10
C -0.45 3.03 0.01 -0.38
H -1.90 4.65 -0.28 0.09
H -1.84 -3.84 0.91 0.12
H 0.60 -2.12 -3.68 0.04
H 0.57 4.83 -0.33 0.08
O 1.15 -3.95 0.78 0.09
C 0.19 -4.08 1.53 -0.47
```

No. 2
A structure of composition C23H46N5O3S2SiTb. Source: the Open Molecules 2025 dataset; level of theory: ωB97M-V with the def2-TZVPD basis set.

Kohn-Sham gap (alpha / beta) in eV: 6.9 / 8.6
E_HOMO (alpha / beta) in eV: -13.98 / -14.04
LUMO energy (alpha / beta) in eV: -7.035 / -5.463
ΔE to the lowest compared entry with this formula, charge and spin in eV: 0.000
Molecular weight in g mol⁻¹: 691.798
E_tot in eV: -90166.08890
Spin multiplicity: 7
Total charge: +2

```
81
Properties=species:S:1:pos:R:3:lowdin_charge:R:1
H -1.12 2.28 -3.65 0.11
C 2.64 0.60 -3.02 -0.85
C 2.00 4.93 -0.60 -0.16
H 1.57 -5.60 0.02 0.10
H -4.24 -1.26 3.03 0.09
H -2.32 -4.48 0.86 0.07
C 2.43 -2.92 0.99 -0.03
C -3.20 -3.84 0.94 -0.03
H -1.94 0.88 -1.71 0.09
H 2.74 -1.96 -2.88 0.05
H 2.91 2.68 -3.17 0.16
H 2.20 -3.94 3.41 0.09
O 0.11 -0.35 1.33 -0.41
C 0.53 -0.49 3.77 -0.02
C 1.57 0.39 -5.03 -0.01
H 1.66 2.54 -5.48 0.13
C 0.17 0.43 2.64 -0.57
H 2.27 -2.62 -0.08 0.06
H 2.07 2.82 -0.50 0.10
C -1.87 2.67 -2.95 -0.15
C -2.98 -3.57 3.48 -0.02
H -3.75 -4.37 3.59 0.11
Tb 0.86 0.15 -0.73 1.24
C -4.41 -2.02 2.26 -0.03
H -1.62 4.67 -3.65 0.13
H 1.08 -0.09 -5.87 0.15
C -1.23 1.01 2.81 0.00
H 1.67 5.31 0.39 0.14
Si -0.66 -1.84 1.26 -0.12
C 1.71 -4.60 2.69 -0.03
C 0.23 3.33 -1.31 -0.37
S -0.74 -1.93 -0.90 0.32
H -3.11 -2.87 4.33 0.10
H 1.08 -2.12 -3.56 0.10
H -0.52 6.15 -0.78 0.15
H 3.10 4.86 -0.59 0.13
H 3.39 -3.44 1.07 0.10
H -4.60 -1.47 1.31 0.10
N 1.46 3.59 -0.82 0.05
H -2.56 4.57 -2.13 0.15
N 2.57 1.81 -3.60 0.09
H -1.18 1.73 3.64 0.11
H -1.62 1.54 1.93 0.10
H 2.60 -2.28 -4.61 0.12
H -1.92 0.19 3.07 0.09
H 1.31 2.23 3.23 0.12
C -3.16 -2.89 2.11 -0.60
H 0.32 -4.39 -0.49 0.04
C 0.80 -4.89 0.37 -0.02
N -0.27 2.10 -1.14 -0.14
O 0.20 -3.06 1.88 -0.15
H 1.51 -0.98 3.77 0.10
C 1.89 1.67 -4.87 -0.01
H -2.89 2.48 -3.35 0.14
N -0.47 4.38 -1.86 -0.01
H -4.09 -4.48 1.07 0.11
O -2.11 -1.87 1.93 -0.15
H -2.02 -4.08 3.59 0.08
C -1.69 4.14 -2.69 -0.13
H -0.41 6.32 -2.59 0.13
H 1.94 5.71 -2.65 0.13
C -0.02 5.80 -1.71 -0.12
N 2.10 -0.31 -3.90 -0.10
S 3.44 0.28 -1.56 0.64
C 1.23 1.49 2.43 -0.02
H 2.47 -5.36 2.45 0.10
H 1.79 6.92 -1.36 0.13
H -5.30 -2.59 2.53 0.10
C 1.48 5.91 -1.65 -0.16
H 2.47 -2.04 1.64 0.08
H 0.01 -5.50 0.84 0.10
C 2.13 -1.78 -3.75 0.00
C -1.69 1.94 -1.62 -0.20
H 0.44 0.02 4.75 0.12
H -3.28 -3.29 -0.04 0.09
H -0.17 -1.34 3.88 0.10
C 1.32 -3.88 1.40 -0.60
H 0.96 2.05 1.52 0.06
H 0.88 -5.17 3.16 0.11
H -2.37 2.36 -0.85 0.13
H 2.24 1.04 2.33 0.11
```

No. 3
A cluster of 18 separate species, C2H39O18 in total. Source: the Open Molecules 2025 dataset; level of theory: ωB97M-V with the def2-TZVPD basis set.

Kohn-Sham gap in eV: 8.3
E_HOMO in eV: -6.11
LUMO energy in eV: 2.179
ΔE to the lowest compared entry with this formula, charge and spin in eV: 1.435
Molecular weight in g mol⁻¹: 351.316
E_tot in eV: -39564.23763
Total charge: -1

```
59
Properties=species:S:1:pos:R:3:lowdin_charge:R:1
H -2.66 0.09 0.61 -0.02
O 2.12 0.67 -2.45 -0.04
H -3.10 -1.45 -2.42 0.05
H -0.22 0.84 1.34 0.03
O 0.01 4.18 -1.02 -0.06
H 3.74 1.28 0.54 0.04
H 2.03 -2.38 -0.53 -0.01
O -0.47 -1.49 0.25 -0.34
H -1.96 -2.22 1.09 -0.02
O -2.63 -0.97 -3.11 -0.03
H -0.83 -0.92 2.63 -0.02
H -0.95 -3.69 2.72 0.05
H -0.65 -2.00 -2.76 0.01
H 0.54 -4.04 -0.53 0.01
H -2.80 2.52 -0.68 -0.01
H -1.51 -0.11 -0.76 0.05
H -0.92 0.66 -3.69 0.02
H 1.43 0.95 2.69 0.00
H 2.16 -1.61 2.70 0.07
H 2.76 0.53 -3.16 0.10
H 1.38 -1.01 -0.50 -0.02
O -0.34 1.38 -3.41 -0.04
O 3.49 2.12 0.92 -0.07
H 0.80 3.64 -0.94 -0.02
H -0.43 -2.28 -1.35 -0.05
H -2.85 -3.33 0.79 0.02
H -1.23 3.34 2.46 0.05
O 1.53 -0.92 2.50 -0.03
O 2.85 3.27 -1.49 -0.06
O -0.10 -3.77 2.23 -0.07
H 1.19 0.80 0.33 0.09
C 0.07 0.81 0.37 -0.05
H 0.04 -0.41 -1.30 0.06
H -0.29 2.35 3.12 -0.04
H -0.07 -3.11 1.57 -0.04
O -1.15 -0.94 3.53 -0.04
H -0.70 3.59 -0.80 -0.05
H 1.76 -4.56 -1.12 0.06
H -0.12 1.76 -0.11 0.06
O -3.60 0.20 0.65 -0.04
H -1.93 -0.41 3.59 0.03
H -3.89 0.08 -0.27 0.04
O 2.23 -1.45 -0.59 -0.06
H 3.02 2.86 -0.66 -0.04
H 2.56 2.44 -1.88 -0.01
O -2.90 -2.48 1.21 -0.08
O 1.45 -4.06 -0.37 -0.02
H 2.44 0.12 -1.75 0.01
O -1.08 2.83 3.29 -0.06
H 2.74 1.82 1.52 0.01
O -2.26 2.69 -1.39 -0.03
C -0.54 -0.26 -0.45 -0.42
H 0.51 0.98 -3.23 -0.02
H 1.83 2.13 3.53 0.10
O 1.53 1.89 2.63 -0.04
O -0.42 -2.73 -2.18 -0.06
H 1.23 -1.09 1.60 0.00
H -1.71 1.89 -1.59 0.03
H -3.13 -1.03 -3.92 0.05
```

No. 4
A cluster of 3 separate species, C19H28N3O10PS2 in total. Source: the Open Molecules 2025 dataset; level of theory: ωB97M-V with the def2-TZVPD basis set.

Kohn-Sham gap in eV: 8.0
E_HOMO in eV: -8.75
LUMO energy in eV: -0.759
Molecular weight in g mol⁻¹: 553.552
E_tot in eV: -76056.65496
Total charge: 0

```
63
Properties=species:S:1:pos:R:3:lowdin_charge:R:1
C -0.43 -0.24 -1.27 -0.36
C 7.59 0.36 0.69 -0.15
P -1.76 1.40 1.62 0.06
O -3.08 1.16 2.50 -0.21
O 9.34 1.23 1.92 0.08
C 5.85 -0.53 -0.66 -0.06
O -3.43 -2.64 1.61 0.06
C -0.52 -1.61 -1.95 -0.17
O 0.29 2.67 -1.89 -0.13
S 1.11 -2.31 -2.09 0.68
H -1.08 -2.32 -1.36 0.11
O 2.00 -1.57 -1.24 -0.34
H 4.78 0.01 2.50 0.11
C 7.16 -0.10 -0.53 -0.01
C -6.92 -2.98 2.16 0.00
O -1.52 0.58 -1.59 -0.12
C -5.56 -1.00 1.88 0.00
C -5.70 -2.37 1.95 -0.14
O -2.22 2.42 0.51 -0.18
H 7.12 0.77 2.74 0.12
H -8.81 -0.18 2.34 0.11
H -1.86 -0.83 1.63 0.08
H 3.97 -0.82 0.32 0.09
H -0.93 -1.52 -2.95 0.10
O -4.64 -4.41 1.80 0.09
H -1.25 0.42 -3.63 0.11
H -2.44 1.54 -3.06 0.12
H 3.36 1.92 -1.00 0.07
H -9.01 -2.63 2.47 0.11
H -7.00 -4.05 2.21 0.12
H 1.53 -2.12 -3.37 0.08
C 1.70 2.60 -2.11 -0.27
C -6.69 -0.21 2.02 -0.06
H 5.49 -0.90 -1.61 0.11
H -4.59 -0.55 1.72 0.09
H -0.19 -1.47 0.43 0.12
H 1.95 1.76 -2.75 0.11
C 6.76 0.41 1.79 0.00
H 2.76 3.43 -0.41 0.08
N -1.60 -0.11 0.96 -0.11
H -1.03 3.23 -3.30 0.12
H 2.01 3.52 -2.60 0.12
O 9.68 0.82 -0.16 0.07
H -6.60 0.87 1.97 0.11
H 0.49 0.23 -1.58 0.11
C 5.45 -0.02 1.65 -0.06
N 8.98 0.84 0.83 -0.35
C -7.93 -0.80 2.23 -0.07
C 2.45 2.48 -0.81 -0.05
C -1.44 1.17 -2.87 -0.14
H 0.19 2.18 -3.89 0.11
H 1.90 1.95 -0.06 0.06
H -2.87 1.95 -0.06 0.09
O 1.04 -3.71 -1.85 -0.33
C -8.04 -2.18 2.30 -0.06
C -0.35 -0.42 0.27 -0.17
C 4.99 -0.49 0.43 -0.07
H 0.52 0.08 0.68 0.08
N -4.50 -3.21 1.77 -0.34
H 7.83 -0.13 -1.38 0.12
C -0.45 2.36 -3.03 -0.18
S -0.31 2.08 2.69 0.29
H -3.56 2.01 2.51 0.08
```

No. 5
The molecule C4H9NO2. Source: the Open Molecules 2025 dataset; level of theory: ωB97M-V with the def2-TZVPD basis set.

Kohn-Sham gap in eV: 9.3
E_HOMO in eV: -9.37
LUMO energy in eV: -0.038
ΔE to the lowest compared entry with this formula, charge and spin in eV: 4.007
Molecular weight in g mol⁻¹: 103.121
E_tot in eV: -9876.05375
Total charge: 0

```
16
Properties=species:S:1:pos:R:3:lowdin_charge:R:1
H -1.24 -1.75 -0.74 0.13
H -1.56 0.92 -0.10 0.08
N 0.09 0.63 -1.34 -0.06
H -1.30 2.31 -1.25 0.09
C -0.83 1.62 -0.53 -0.05
H 0.89 1.16 -1.73 0.11
H 0.54 -2.46 1.29 0.09
O 0.97 -0.36 2.10 -0.04
C 1.04 0.38 0.99 -0.07
H -1.10 -0.70 0.79 0.13
C -0.53 -1.40 0.02 -0.23
C 0.53 -0.30 -0.36 -0.36
H -0.37 2.07 0.21 0.00
H 1.36 -0.73 -0.88 0.14
H 1.64 1.25 0.94 0.11
O -0.14 -2.62 0.59 -0.07
```

No. 6
A cluster of 2 separate species, C3H13BrSi3 in total. Source: the Open Molecules 2025 dataset; level of theory: ωB97M-V with the def2-TZVPD basis set.

Kohn-Sham gap in eV: 9.5
E_HOMO in eV: -9.25
LUMO energy in eV: 0.243
ΔE to the lowest compared entry with this formula, charge and spin in eV: 0.154
Molecular weight in g mol⁻¹: 213.299
E_tot in eV: -96997.21002
Total charge: 0

```
20
Properties=species:S:1:pos:R:3:lowdin_charge:R:1
H -2.19 -0.47 0.39 0.02
H 0.86 -1.82 0.75 0.02
C 1.14 -1.43 -0.23 -0.23
H 0.21 -0.10 -3.26 0.03
H -0.03 0.32 3.55 -0.12
C -1.81 -0.50 -0.63 -0.22
H -1.94 -1.52 -0.99 0.02
Si -0.07 1.71 3.10 0.39
H 2.18 -1.13 -0.16 0.02
C 0.42 0.65 -2.49 -0.22
H 2.52 1.86 0.74 0.01
H -2.44 0.14 -1.24 0.02
Br -0.08 3.69 -0.04 0.16
H -1.44 2.19 3.31 -0.11
Si 0.47 1.69 0.84 -0.08
H 0.82 2.52 3.93 -0.12
H 1.08 -2.25 -0.93 0.02
Si 0.03 0.03 -0.73 0.34
H -0.18 1.54 -2.72 0.01
H 1.46 0.94 -2.58 0.03
```